No. 1
A molecular structure, C44H76B2Cl2N4O22TlV in a non-equilibrium geometry, computed with wB97M-V/def2-TZVPD.

Last column: Mulliken charge in e.
Atoms and positions in Å:
Tl 2.01 -2.82 -1.23  1.285
O -3.75 -1.02 -3.25  -0.498
V -2.68 -0.02 -2.69  1.154
O -3.04 1.44 -3.20  -0.531
Cl -0.48 -3.89 -3.57  -0.137
Cl -0.70 -0.30 -1.24  0.154
O -3.19 -3.44 0.61  -0.647
C -2.68 -4.53 0.31  0.475
O -3.18 -5.76 0.21  -0.451
B -2.16 -6.57 -0.55  0.905
O -0.88 -5.88 -0.31  -0.498
C -1.18 -4.59 0.06  0.147
O -0.46 -3.56 0.08  -0.434
O -1.97 -7.95 -0.19  -0.494
C -2.00 -8.70 -1.34  0.571
O -1.97 -9.92 -1.46  -0.572
C -2.17 -7.78 -2.47  0.576
O -2.48 -6.56 -1.99  -0.373
O -1.95 -8.07 -3.64  -0.566
O 1.44 -0.67 -3.64  -0.101
C 1.04 -1.01 -4.79  0.173
O 1.73 -1.63 -5.71  -0.581
B 0.82 -1.87 -6.88  1.033
O -0.28 -0.92 -6.66  -0.504
C -0.29 -0.51 -5.36  0.039
O -1.19 -0.04 -4.63  -0.749
O 0.39 -3.28 -6.85  -0.376
C 0.72 -3.90 -7.94  0.630
O 0.53 -5.11 -8.15  -0.592
C 1.44 -2.95 -8.83  0.520
O 1.50 -1.72 -8.27  -0.403
O 2.06 -3.33 -9.83  -0.556
C 4.62 -2.14 3.50  -1.800
C 3.29 -2.73 4.15  0.971
C 3.20 -1.84 5.50  -1.306
C 1.84 -1.82 6.09  -0.628
C 0.83 -1.45 5.01  -1.530
C 0.79 -2.39 3.72  2.260
N 2.11 -2.53 3.21  0.745
O 2.30 -3.35 2.00  -0.138
C -0.01 -3.77 3.98  -1.725
C 0.14 -1.44 2.71  -1.659
C 3.38 -4.21 4.60  -1.606
H 5.50 -2.47 4.05  0.541
H 4.71 -1.06 3.42  0.308
H 4.86 -2.58 2.53  0.330
H 3.99 -2.15 6.18  0.461
H 3.40 -0.80 5.24  0.388
H 1.81 -1.04 6.85  0.415
H 1.77 -2.83 6.51  0.335
H 0.83 -0.38 4.77  0.482
H -0.18 -1.62 5.38  0.489
H 0.12 -4.06 5.02  0.347
H -1.07 -3.85 3.75  0.318
H 0.35 -4.62 3.41  0.410
H -0.68 -0.82 3.06  0.398
H 0.88 -0.76 2.30  0.064
H -0.22 -2.04 1.87  -0.056
H 4.40 -4.34 4.98  0.467
H 3.39 -4.77 3.67  0.415
H 2.57 -4.64 5.19  0.313
H 2.35 -4.21 2.43  0.130
C 1.65 5.05 -1.20  -1.715
C 0.75 6.09 -0.55  1.834
C -0.64 6.03 -1.26  -1.834
C -1.51 4.75 -0.86  -0.468
C -1.67 4.97 0.70  -1.973
C -0.40 5.12 1.57  2.257
N 0.54 6.04 0.93  0.589
O 1.59 6.24 1.68  -0.483
C -0.90 5.67 2.94  -1.807
C 0.19 3.68 1.80  -1.913
C 1.20 7.51 -0.78  -2.048
H 1.16 4.11 -0.98  0.145
H 2.63 5.02 -0.72  0.511
H 1.80 5.27 -2.26  0.454
H -1.22 6.93 -1.08  0.517
H -0.57 6.02 -2.34  0.506
H -0.94 3.84 -1.05  0.142
H -2.55 4.64 -1.16  0.559
H -2.39 4.31 1.17  0.429
H -2.24 5.89 0.69  0.641
H -0.73 6.75 2.95  0.411
H -1.98 5.67 3.04  0.398
H -0.48 5.21 3.84  0.346
H -0.56 3.18 2.42  0.547
H 0.36 3.03 0.95  0.092
H 1.09 3.76 2.42  0.516
H 1.14 7.83 -1.82  0.383
H 2.24 7.75 -0.55  0.376
H 0.50 8.19 -0.28  0.501
H 1.49 7.12 2.04  0.357
C -4.70 2.15 -0.56  -1.676
C -4.66 1.10 0.61  2.214
C -5.73 1.71 1.68  -1.460
C -7.19 1.52 1.11  -0.728
C -7.41 0.02 0.86  -1.298
C -6.32 -0.61 -0.12  1.261
N -4.96 -0.23 0.23  0.325
O -4.00 -0.84 -0.49  1.009
C -6.52 -2.16 0.11  -1.933
C -6.68 -0.23 -1.52  -1.658
C -3.35 1.18 1.37  -2.660
H -5.27 3.07 -0.43  0.391
H -4.75 1.70 -1.55  0.364
H -3.71 2.62 -0.64  0.083
H -5.68 1.10 2.58  0.463
H -5.50 2.74 1.97  0.445
H -7.53 2.07 0.23  0.354
H -7.93 1.88 1.83  0.511
H -8.37 -0.40 0.56  0.508
H -7.18 -0.46 1.81  0.411
H -6.30 -2.51 1.13  0.442
H -7.42 -2.63 -0.27  0.405
H -5.85 -2.74 -0.52  0.463
H -6.99 0.80 -1.70  0.319
H -5.98 -0.67 -2.23  0.194
H -7.63 -0.75 -1.66  0.590
H -3.37 0.42 2.14  0.627
H -3.02 2.12 1.83  0.484
H -2.59 0.81 0.68  0.394
H -3.64 -1.51 0.10  0.048
C 4.98 1.34 0.85  -2.030
C 3.82 0.82 -0.01  2.256
C 3.30 1.92 -0.91  -1.648
C 4.17 2.27 -2.14  -1.018
C 4.33 0.97 -2.87  -1.073
C 5.00 -0.17 -2.03  1.818
N 4.14 -0.31 -0.79  1.185
O 4.45 -1.43 0.01  -0.336
C 4.84 -1.41 -2.90  -1.751
C 6.48 0.10 -1.91  -1.720
C 2.70 0.49 0.99  -1.099
H 5.74 1.94 0.35  0.476
H 5.47 0.57 1.45  0.332
H 4.54 2.14 1.45  0.459
H 2.31 1.73 -1.34  0.315
H 3.27 2.83 -0.31  0.482
H 5.13 2.76 -1.97  0.385
H 3.62 2.93 -2.80  0.469
H 4.96 1.08 -3.75  0.645
H 3.42 0.58 -3.34  -0.214
H 5.31 -2.22 -2.34  0.343
H 3.81 -1.63 -3.18  -0.037
H 5.26 -1.38 -3.91  0.438
H 6.71 0.83 -1.13  0.311
H 7.09 -0.75 -1.60  0.417
H 6.97 0.49 -2.81  0.393
H 2.07 1.35 1.22  0.071
H 3.10 0.26 1.97  0.203
H 2.08 -0.30 0.55  -0.268
H 5.37 -1.20 0.19  0.294

HOMO energy (eV): -8.79
Total charge: 0
Orbital gap (eV): 1.52

No. 2
A molecular structure, C44H78HgN5O7P2Si, computed with wB97M-V/def2-TZVPD.

Last column: Mulliken charge in e.
Atoms and positions in Å:
Hg -1.08 -0.41 0.73  2.921
C -0.72 -3.84 3.64  -1.317
C -1.27 -2.52 4.11  0.439
C -1.67 -2.37 5.42  -0.882
C -2.19 -1.14 5.82  -0.908
C -2.28 -0.11 4.91  -0.650
C -1.84 -0.30 3.57  0.654
N -1.36 -1.53 3.20  0.539
N -1.88 0.64 2.62  0.385
Si -2.19 2.32 2.81  -0.063
C -0.96 3.08 4.00  -0.772
C -2.03 3.09 1.13  0.224
C -3.92 2.68 3.44  -1.176
H -1.52 -4.55 3.45  0.427
H -0.07 -4.27 4.40  0.512
H -0.14 -3.69 2.74  -0.269
H -1.58 -3.19 6.12  0.467
H -2.51 -0.98 6.84  0.407
H -2.67 0.86 5.21  0.239
H 0.06 2.82 3.67  -0.126
H -1.09 2.69 5.01  0.412
H -1.05 4.18 4.04  0.377
H -2.17 4.18 1.19  0.557
H -1.05 2.89 0.70  -0.534
H -2.80 2.69 0.45  -0.098
H -4.06 2.37 4.48  0.355
H -4.66 2.16 2.82  0.256
H -4.13 3.76 3.38  0.377
N -1.01 -1.98 -3.35  0.081
C -0.81 -2.85 -2.16  1.392
C -1.75 -4.04 -1.99  -1.870
C -1.61 -4.52 -0.53  -0.064
N -2.18 -3.52 0.36  -0.221
C -0.13 -4.78 -0.20  -1.808
C 0.88 -3.70 -0.60  0.171
N 0.81 -2.49 0.24  0.362
C 0.63 -3.32 -2.06  -0.529
H -1.92 -1.53 -3.32  0.418
H -0.86 -2.45 -4.24  0.447
H -0.27 -1.19 -3.18  0.030
H -0.99 -2.18 -1.33  -1.044
H -1.47 -4.85 -2.66  0.454
H -2.79 -3.77 -2.18  0.492
H -2.13 -5.48 -0.43  0.420
H -1.93 -3.66 1.33  -0.123
H -3.19 -3.50 0.30  0.225
H 0.16 -5.69 -0.75  0.468
H -0.02 -5.02 0.87  0.624
H 1.88 -4.15 -0.54  0.519
H 1.42 -1.76 -0.14  -0.386
H 1.16 -2.67 1.18  -0.068
H 0.80 -4.20 -2.70  0.487
H 1.33 -2.54 -2.36  -0.238
C 0.88 5.07 1.43  -1.434
C 1.93 4.20 0.77  1.242
C 2.45 4.81 -0.51  -1.565
O 1.32 2.92 0.52  -0.004
P 2.22 1.57 0.46  -0.244
O 1.25 0.41 0.62  -0.589
C 2.47 1.66 -1.86  -1.050
P 1.97 0.22 -2.66  0.578
O 0.52 -0.10 -2.49  -0.376
O 2.80 -1.03 -2.11  -0.426
C 4.22 -1.24 -2.28  0.798
C 4.48 -1.99 -3.57  -1.695
C 4.66 -2.04 -1.07  -1.321
O 2.36 0.15 -4.22  -0.446
C 2.50 1.21 -5.19  0.398
C 3.83 1.92 -5.03  -1.218
C 1.31 2.16 -5.19  -1.207
O 2.93 1.72 1.97  -0.167
C 4.34 1.93 2.16  0.721
C 5.17 0.82 1.54  -1.190
C 4.55 2.02 3.66  -1.701
H 1.30 6.06 1.64  0.467
H 0.55 4.62 2.37  0.164
H 0.02 5.18 0.78  0.333
H 2.76 4.05 1.47  -0.227
H 1.64 4.91 -1.24  0.263
H 3.24 4.20 -0.96  0.253
H 2.86 5.81 -0.31  0.474
H 3.51 1.93 -2.03  0.444
H 1.77 2.48 -2.05  0.581
H 4.73 -0.27 -2.30  0.428
H 4.02 -2.98 -3.52  0.306
H 5.56 -2.12 -3.71  0.440
H 4.08 -1.45 -4.43  0.260
H 4.17 -3.02 -1.09  0.226
H 4.40 -1.54 -0.15  0.145
H 5.75 -2.20 -1.10  0.498
H 2.50 0.68 -6.14  0.428
H 3.85 2.51 -4.12  0.171
H 3.99 2.60 -5.88  0.470
H 4.65 1.20 -5.01  0.309
H 0.37 1.61 -5.23  0.139
H 1.31 2.79 -4.29  0.221
H 1.37 2.82 -6.06  0.524
H 4.63 2.88 1.71  0.330
H 4.84 -0.15 1.94  0.151
H 6.23 0.96 1.77  0.505
H 5.05 0.81 0.46  0.180
H 4.29 1.07 4.13  0.285
H 3.93 2.80 4.09  0.336
H 5.60 2.24 3.87  0.455
C 2.51 -1.65 4.99  -1.659
C 1.83 -0.76 3.97  1.552
O 2.02 -1.33 2.68  -0.555
H 2.55 -1.16 5.96  0.385
H 3.53 -1.88 4.67  0.363
H 1.97 -2.60 5.10  0.321
H 2.25 0.24 4.00  -0.201
H 0.77 -0.67 4.20  -0.567
H 1.75 -0.67 2.01  -0.122
C -5.19 2.40 -4.62  -0.471
C -3.90 2.06 -5.01  -0.688
C -3.01 1.56 -4.07  -0.200
C -3.38 1.37 -2.74  0.114
C -4.67 1.74 -2.36  0.059
C -5.57 2.24 -3.29  -0.907
C -2.38 0.82 -1.79  -0.456
C -2.58 -0.06 -0.80  -1.318
C -3.89 -0.69 -0.51  0.356
C -4.40 -0.72 0.79  -0.243
C -5.60 -1.35 1.07  -0.975
C -6.32 -1.99 0.06  -0.655
C -5.83 -1.96 -1.24  -0.921
C -4.64 -1.31 -1.52  0.253
H -5.89 2.80 -5.34  0.393
H -3.59 2.20 -6.04  0.411
H -1.99 1.32 -4.37  0.213
H -4.97 1.62 -1.33  0.489
H -6.57 2.52 -2.98  0.411
H -1.37 1.20 -1.94  0.558
H -3.82 -0.26 1.58  0.804
H -5.97 -1.37 2.09  0.451
H -7.25 -2.49 0.29  0.366
H -6.39 -2.43 -2.04  0.413
H -4.29 -1.27 -2.54  0.370

HOMO energy (spin up / spin down) (eV): -6.11 / -6.71
Total charge: 0
Relative energy (zero: lowest compared OMol25 entry of this formula, charge and spin) (kcal/mol): 0.0
Orbital gap (spin up / spin down) (eV): 6.29 / 6.88
Expectation value of S²: 0.755
Spin multiplicity: 2